ORCA calculation (ωB97M-V/def2-TZVPD) on a 11-piece molecular cluster, C58H138BN10O25 overall in a non-equilibrium geometry.

Properties
Max |F|   4.39 eV/A
HOMO   -7.077 eV
Charge   -1

```
232
Properties=species:S:1:pos:R:3:forces:R:3
O 2.568 -2.116 -1.081 -1.40 0.81 1.48
C 1.914 -1.508 -0.231 1.43 -2.45 -2.61
O 2.358 -0.513 0.443 0.12 1.86 0.90
B 1.240 0.185 1.163 0.61 -1.35 -0.06
O 0.134 -0.798 1.010 -0.57 -0.63 -0.58
C 0.476 -1.823 0.206 -1.77 -2.13 -0.11
O -0.185 -2.850 -0.076 2.00 3.77 1.05
O 1.005 1.517 0.628 -0.58 0.91 0.87
C 0.953 2.418 1.647 -0.03 1.10 -0.94
O 0.697 3.608 1.539 0.46 -2.57 0.35
C 1.413 1.620 2.908 1.63 1.76 3.53
O 1.583 0.367 2.593 -0.49 -0.17 -0.74
O 1.744 2.094 4.016 -1.39 -0.87 -3.16
C 0.201 -4.140 -10.830 0.65 -0.45 0.27
O 0.035 -4.781 -9.579 0.40 0.04 0.38
C 0.315 -3.962 -8.440 -0.20 0.05 0.34
C 0.855 -4.769 -7.245 0.78 0.67 -0.27
N 0.056 -5.945 -7.020 0.37 -0.16 0.31
C 0.721 -6.852 -6.071 -2.14 -1.62 0.38
C -0.226 -8.168 -5.827 1.44 2.23 -1.00
O -0.468 -8.727 -7.113 -0.67 -2.01 0.94
C -1.353 -9.874 -6.968 -0.32 0.38 -0.79
H 1.194 -3.716 -10.979 0.36 0.29 0.53
H -0.508 -3.325 -10.977 -0.36 -0.26 -0.28
H 0.212 -4.944 -11.567 -0.83 0.20 -0.18
H -0.597 -3.488 -8.078 -0.36 0.05 -0.23
H 0.981 -3.157 -8.753 0.35 -0.01 0.25
H 0.939 -4.137 -6.362 -0.62 0.28 0.10
H 1.902 -5.045 -7.371 0.46 -0.15 -0.64
H 0.060 -6.331 -7.953 -0.48 -0.91 0.04
H 0.830 -6.361 -5.104 -0.16 0.18 0.03
H 1.729 -7.156 -6.355 0.13 -0.21 -0.38
H -1.169 -7.861 -5.375 -0.11 0.22 0.03
H 0.261 -8.867 -5.147 0.22 -0.17 -0.07
H -2.341 -9.563 -6.630 -0.09 0.33 0.03
H -1.093 -10.715 -6.325 0.98 0.45 0.63
H -1.495 -10.392 -7.916 0.19 0.60 -0.40
C -5.367 0.112 -0.647 0.11 0.28 0.94
O -5.828 -0.124 -1.961 -0.34 -0.08 0.52
C -5.061 0.489 -2.965 1.57 -0.42 -0.52
C -5.384 -0.065 -4.372 -2.67 1.34 0.35
N -5.950 -1.421 -4.264 2.18 0.88 -0.92
C -4.770 -2.284 -4.159 -0.61 -1.06 0.44
C -5.296 -3.662 -3.770 0.26 0.96 -0.39
O -6.386 -4.004 -4.654 0.89 -1.92 0.60
C -6.429 -5.448 -4.688 -0.32 -0.05 0.10
H -5.151 1.158 -0.430 -0.31 0.37 -0.34
H -4.458 -0.383 -0.305 0.41 -0.52 -0.88
H -6.093 -0.226 0.092 -0.47 0.06 -0.43
H -4.024 0.179 -2.831 0.40 0.43 0.54
H -5.137 1.575 -2.912 0.02 0.11 -0.05
H -4.571 0.127 -5.072 0.25 -0.66 0.20
H -6.207 0.523 -4.778 -0.10 0.37 -0.08
H -6.319 -1.349 -3.326 -0.59 -0.70 0.17
H -4.126 -1.942 -3.349 0.35 -0.12 0.23
H -4.152 -2.272 -5.057 -0.39 -0.05 -0.30
H -5.567 -3.514 -2.725 -0.94 -0.38 0.19
H -4.517 -4.423 -3.714 0.08 -0.13 -0.54
H -6.619 -5.855 -3.695 0.30 0.05 0.32
H -5.525 -5.894 -5.102 0.43 0.26 0.20
H -7.210 -5.918 -5.285 -0.46 1.00 -0.36
C -4.685 9.837 -1.100 0.69 -0.42 -0.21
O -4.433 9.578 -2.482 -0.42 -0.61 0.63
C -4.049 8.197 -2.703 0.14 1.30 -0.60
C -3.754 8.069 -4.196 0.09 -1.13 1.16
N -4.895 8.178 -5.099 0.10 0.70 0.25
C -4.432 8.140 -6.495 1.29 -0.88 0.12
C -5.273 8.783 -7.567 -1.22 -0.62 0.63
O -5.093 10.154 -7.514 -0.22 1.30 -0.75
C -5.828 10.839 -8.521 1.06 0.35 -0.25
H -4.810 10.900 -0.892 -0.32 -0.03 -0.50
H -3.810 9.545 -0.520 0.21 -0.18 0.17
H -5.521 9.245 -0.727 -0.27 0.12 -0.04
H -4.742 7.460 -2.296 -0.50 0.20 -0.14
H -3.091 8.025 -2.213 0.18 -0.01 0.26
H -3.286 7.086 -4.243 0.15 -0.12 -0.58
H -2.994 8.836 -4.350 0.25 0.08 -0.52
H -5.125 9.139 -4.891 -0.93 0.37 -0.37
H -4.176 7.114 -6.756 -0.65 -0.38 -0.03
H -3.421 8.547 -6.508 0.18 0.77 -0.42
H -6.337 8.598 -7.420 -0.39 -0.36 0.55
H -5.158 8.380 -8.573 0.94 -0.10 -0.19
H -6.916 10.803 -8.459 -0.10 0.03 0.65
H -5.603 10.486 -9.528 0.25 -0.57 -0.13
H -5.422 11.850 -8.531 -0.51 0.17 0.29
C 9.933 -3.248 0.253 0.74 1.46 -1.18
O 9.858 -2.516 -1.035 0.33 -1.59 1.70
C 8.853 -1.538 -1.048 0.04 -0.02 -1.21
C 8.670 -1.103 -2.524 1.25 0.65 0.38
N 7.589 -0.175 -2.778 0.11 -0.24 -0.24
C 7.723 1.161 -2.135 -0.84 -1.37 -0.86
C 8.618 2.166 -2.867 -0.57 0.50 -0.71
O 8.199 2.495 -4.232 0.84 -0.72 0.15
C 8.991 3.539 -4.813 -0.78 0.79 1.23
H 10.689 -4.023 0.127 -0.58 -0.35 -0.26
H 8.959 -3.557 0.632 -0.02 -0.37 -0.41
H 10.375 -2.616 1.024 -0.12 0.49 0.06
H 9.175 -0.696 -0.435 -0.38 0.10 0.34
H 7.904 -1.982 -0.747 -0.22 0.19 0.51
H 8.682 -2.005 -3.136 -0.73 -0.04 -0.07
H 9.575 -0.602 -2.868 0.36 0.07 0.21
H 6.738 -0.645 -2.506 -0.37 0.47 0.02
H 8.061 0.983 -1.114 0.40 0.72 0.17
H 6.695 1.512 -2.052 0.11 0.39 -0.10
H 9.655 1.834 -2.838 0.17 -0.04 -0.25
H 8.541 3.104 -2.316 0.22 0.13 0.35
H 10.071 3.410 -4.885 0.06 -0.74 0.07
H 8.840 4.409 -4.174 0.26 0.39 0.27
H 8.623 3.906 -5.771 -0.32 -0.87 -0.16
C -0.500 -0.882 12.427 -0.71 0.05 0.27
O -1.161 -0.441 11.239 1.23 0.39 0.11
C -0.839 0.906 10.870 -0.64 0.09 -0.78
C -1.491 1.271 9.460 0.96 -0.02 1.59
N -2.914 1.420 9.599 -0.22 -0.62 1.70
C -3.664 1.576 8.410 -0.57 2.15 -0.93
C -3.399 2.974 7.764 0.19 -1.10 -0.09
O -4.458 3.192 6.881 -0.51 0.50 -0.13
C -4.416 4.451 6.236 0.36 -0.96 -0.87
H -0.773 -0.281 13.294 -0.67 0.11 0.14
H 0.586 -0.841 12.518 0.37 0.04 -1.16
H -0.809 -1.916 12.581 -0.02 0.12 0.05
H 0.226 1.139 10.910 0.49 -0.72 -0.69
H -1.161 1.582 11.662 -0.91 0.21 -0.05
H -1.278 0.526 8.693 0.60 -0.25 0.00
H -1.041 2.220 9.172 0.03 0.04 -0.17
H -3.230 0.537 9.975 -0.10 -0.06 0.60
H -4.725 1.663 8.646 -0.08 -0.36 0.28
H -3.561 0.731 7.729 0.25 0.14 -0.61
H -2.444 2.995 7.240 0.23 -0.05 -0.31
H -3.357 3.794 8.481 -0.07 -0.20 0.64
H -3.433 4.578 5.782 0.22 0.15 -0.13
H -4.603 5.335 6.846 -0.31 -0.18 0.40
H -5.128 4.333 5.419 -0.13 0.52 0.11
C -0.718 5.011 -11.111 -0.44 -0.79 -0.38
O -0.168 4.891 -9.826 1.00 -0.39 0.28
C 0.573 3.673 -9.557 -0.78 -0.54 -1.10
C 1.137 3.719 -8.170 0.11 0.45 -1.62
N 0.127 3.886 -7.204 -0.58 -0.84 0.70
C 0.730 3.848 -5.899 -0.25 1.78 1.67
C 1.794 4.966 -5.591 -0.99 -1.37 -0.51
O 1.291 6.227 -6.013 1.66 0.39 0.96
C 2.294 7.259 -5.758 -1.34 0.24 -1.01
H -1.265 5.942 -11.259 0.26 0.18 0.54
H -1.446 4.217 -11.279 -0.22 -0.26 -0.01
H -0.006 4.921 -11.931 0.50 0.07 0.10
H 1.359 3.418 -10.268 0.59 1.07 -0.36
H -0.022 2.778 -9.737 -1.02 0.05 0.50
H 1.746 4.622 -8.204 1.00 -0.14 0.23
H 1.676 2.790 -7.984 0.37 0.18 -0.03
H -0.353 4.737 -7.461 -0.19 0.22 0.75
H 1.155 2.880 -5.630 0.28 -0.16 -0.61
H 0.006 3.977 -5.095 -0.62 0.09 -0.32
H 2.709 4.663 -6.100 0.40 0.54 -0.10
H 1.950 4.928 -4.513 0.23 0.22 0.13
H 3.119 7.171 -6.465 0.18 -0.24 0.09
H 2.668 7.385 -4.742 -0.13 -0.77 0.23
H 1.786 8.197 -5.980 -0.03 0.01 -0.13
C -7.991 -16.668 5.426 -0.33 -0.49 -0.15
O -7.228 -15.630 4.870 1.11 0.08 0.09
C -5.853 -15.636 5.314 0.03 0.07 0.26
C -5.059 -14.489 4.696 -0.89 -1.06 -0.59
N -5.490 -13.220 5.215 1.59 0.38 0.15
C -4.372 -12.222 5.186 -2.09 1.14 -1.24
C -3.781 -11.867 3.781 -0.19 -1.42 0.50
O -4.733 -11.388 2.830 -0.20 0.17 2.08
C -4.120 -10.816 1.718 0.16 -0.61 -0.71
H -7.518 -17.649 5.385 0.50 -0.09 -0.24
H -8.904 -16.772 4.838 -0.05 0.26 0.04
H -8.262 -16.544 6.474 0.03 0.50 0.19
H -5.350 -16.568 5.057 -0.21 -0.39 -0.21
H -5.824 -15.546 6.400 -0.09 0.06 0.22
H -5.220 -14.605 3.624 -0.19 0.25 -0.49
H -3.980 -14.633 4.752 0.01 -0.12 0.76
H -6.337 -12.989 4.716 0.18 0.81 0.04
H -3.607 -12.529 5.899 0.14 -0.16 -0.32
H -4.784 -11.279 5.547 -0.09 0.00 0.34
H -3.371 -12.814 3.430 0.30 -0.16 -0.54
H -2.932 -11.194 3.895 -0.07 0.35 0.06
H -3.890 -11.644 1.047 0.38 0.09 -0.48
H -3.194 -10.304 1.979 -0.01 0.25 -0.04
H -4.812 -10.155 1.198 0.00 0.07 0.25
C 3.986 -6.864 3.330 1.64 -0.26 0.40
C 3.987 -8.322 2.864 -1.26 -0.66 0.65
C 3.320 -9.307 3.918 0.93 2.70 -0.22
O 4.208 -9.387 5.055 -1.43 -0.16 -0.87
C 3.672 -10.273 6.051 1.55 0.46 -1.03
N 3.210 -8.378 1.635 -0.27 -0.27 0.00
H 4.759 -6.810 4.098 -0.35 0.20 0.62
H 3.040 -6.435 3.660 -0.06 -0.50 0.04
H 4.400 -6.176 2.593 -0.23 -0.22 -0.54
H 4.976 -8.732 2.660 0.48 0.37 0.44
H 2.986 -10.224 3.432 0.64 -0.63 0.23
H 2.405 -8.788 4.203 -0.30 -0.07 0.34
H 4.343 -10.131 6.898 -0.33 -0.20 0.22
H 3.861 -11.245 5.595 -0.66 -0.57 0.64
H 2.632 -10.061 6.301 -0.03 -0.10 -0.04
H 3.027 -9.350 1.430 -0.04 -0.15 -0.44
H 3.823 -8.016 0.919 -0.28 0.05 -0.43
C 4.402 9.002 2.194 1.44 -0.09 0.30
C 3.666 9.971 3.092 -0.67 -0.47 -2.46
C 2.787 10.939 2.223 0.65 0.28 0.55
O 2.024 11.779 3.080 -0.49 1.03 -0.71
C 1.152 12.653 2.310 -0.38 -0.66 1.25
N 2.851 9.156 3.957 -1.12 1.33 1.38
H 4.866 8.275 2.861 -0.28 -0.37 0.05
H 5.294 9.408 1.716 -0.30 0.39 -0.50
H 3.768 8.471 1.484 -0.05 0.17 0.01
H 4.365 10.581 3.665 -0.07 -0.07 0.21
H 2.122 10.425 1.530 -0.10 -0.54 0.05
H 3.401 11.601 1.613 0.48 -0.08 -0.18
H 0.221 12.113 2.141 0.00 -0.18 -0.58
H 1.558 13.065 1.386 0.37 -0.38 -0.03
H 0.829 13.497 2.920 0.47 0.00 0.31
H 2.330 8.378 3.579 0.65 -0.30 -0.87
H 2.107 9.821 4.109 -0.61 -0.09 1.22
C 5.330 7.931 9.956 0.28 -0.37 0.73
C 4.898 6.427 9.810 1.42 2.07 0.34
C 3.505 6.134 10.233 -0.40 0.32 0.56
O 3.224 6.791 11.468 -0.50 -0.38 -0.04
C 2.065 6.332 12.134 -0.40 -0.84 0.27
N 5.107 6.118 8.435 -0.48 -0.82 -1.89
H 5.389 8.256 10.995 -0.26 -0.13 0.07
H 4.715 8.660 9.428 -0.57 -0.37 -0.06
H 6.324 8.121 9.552 0.14 -0.55 -0.13
H 5.559 5.772 10.378 0.29 0.30 0.27
H 3.443 5.048 10.302 -0.41 -0.23 0.27
H 2.873 6.457 9.406 -0.66 0.24 0.19
H 1.717 7.013 12.911 0.20 0.54 -0.46
H 2.178 5.400 12.688 0.87 -0.37 0.09
H 1.240 6.043 11.482 -0.14 0.68 -0.51
H 4.639 6.786 7.840 0.33 1.10 0.02
H 4.502 5.361 8.153 0.29 -1.20 0.24
```
Positions in Å, forces in eV/Å.